221
Properties=species:S:1:pos:R:3 method="wB97M-V/def2-TZVPD" homo_ev="-10.51 / -10.51" gap_ev="9.26 / 3.08" total_charge=+1 e_tot_ha=-3756.27907 e_above_lowest_kcal_mol=32.83 multiplicity=2 s_squared=0.7570
C 2.13361 2.82615 -3.37911
C 0.83382 3.30477 -3.91698
C 0.93162 3.83125 -5.31275
O -0.14883 4.74879 -5.61787
C -0.10258 5.29423 -6.93801
N -0.09942 2.21580 -3.71564
H 2.85687 3.63065 -3.24574
H 2.59265 2.10970 -4.06034
H 2.05570 2.24013 -2.46336
H 0.64949 4.17579 -3.28813
H 1.01802 3.07896 -6.09677
H 1.83937 4.42331 -5.42911
H -0.26175 4.48298 -7.64838
H 0.80018 5.84952 -7.19253
H -0.92138 6.00890 -7.02109
H -1.01402 2.58662 -3.93037
H -0.17123 2.14009 -2.71104
C 1.92938 4.95697 1.09150
C 1.73909 3.43947 0.85358
C 3.01165 2.70288 1.20641
O 4.02567 2.91575 0.14272
C 5.12035 2.02920 0.15806
N 0.73945 2.99719 1.83773
H 1.01885 5.48071 0.80045
H 2.75639 5.30614 0.47325
H 2.15484 5.17956 2.13444
H 1.34217 3.23011 -0.13976
H 2.73507 1.65423 1.31574
H 3.50215 2.99893 2.13369
H 4.85618 0.97247 0.11782
H 5.63477 2.21280 1.10134
H 5.80272 2.11851 -0.68722
H 1.12282 3.13899 2.76132
H 0.53394 2.01382 1.73364
C 5.85307 1.25323 -4.08513
C 5.66857 -0.16588 -4.63616
C 4.37635 -0.85021 -4.15146
O 4.49606 -1.31413 -2.75044
C 3.42084 -2.06915 -2.32863
N 5.76686 -0.02883 -6.11485
H 5.02945 1.88350 -4.42055
H 6.85556 1.55212 -4.39139
H 5.78192 1.30586 -2.99872
H 6.44279 -0.83159 -4.25473
H 4.08545 -1.66130 -4.81901
H 3.56820 -0.11990 -4.19197
H 2.48926 -1.53386 -2.51228
H 3.51356 -2.35895 -1.28196
H 3.17849 -2.96934 -2.89345
H 4.86348 0.16255 -6.52398
H 6.53360 0.51715 -6.48109
C -1.04706 -0.15264 6.41283
C -0.40564 -1.57296 6.16854
C -1.36730 -2.67717 5.60918
O -2.60367 -2.63628 6.30494
C -3.59395 -3.49109 5.72985
N 0.71935 -1.25865 5.27735
H -1.33954 0.36654 5.50013
H -0.34233 0.50671 6.91950
H -1.91128 -0.22718 7.07287
H -0.04196 -1.79854 7.17101
H -0.90249 -3.65735 5.71554
H -1.49962 -2.46528 4.54819
H -4.37526 -3.56571 6.48622
H -3.18940 -4.45601 5.42429
H -3.97308 -2.96854 4.85160
H 1.35636 -0.61473 5.72421
H 0.26660 -0.72469 4.54934
C -1.30547 -6.44979 1.27070
C -0.70572 -5.12064 1.82621
C 0.36368 -4.40289 0.95796
O 1.46696 -5.30646 0.88019
C 2.61491 -4.70374 0.32967
N -1.76734 -4.19345 2.03677
H -1.84868 -6.34657 0.33135
H -1.88689 -7.00774 2.00469
H -0.48172 -7.13178 1.05996
H -0.14027 -5.34577 2.73048
H 0.69372 -3.51610 1.49907
H 0.01062 -4.27584 -0.06542
H 2.35745 -4.48696 -0.70707
H 3.43510 -5.41947 0.38546
H 2.89999 -3.81718 0.89610
H -1.30843 -3.41168 2.48212
H -2.48396 -4.58823 2.62897
C 3.35352 0.91910 4.76178
C 2.68564 1.62822 5.87119
C 1.36457 2.22953 5.39601
O 1.61834 3.41639 4.67967
C 1.90263 4.58383 5.54132
N 2.46049 0.64135 6.89328
H 2.78613 0.12003 4.28464
H 4.27944 0.45430 5.10051
H 3.55572 1.64568 3.97482
H 3.37407 2.36884 6.27820
H 0.68028 2.52106 6.19279
H 0.77624 1.53830 4.79255
H 1.01724 4.91739 6.08253
H 2.29980 5.40451 4.94396
H 2.75949 4.42702 6.19653
H 3.35781 0.36556 7.26592
H 2.14096 1.20092 7.67102
C -2.62750 -3.76902 -7.32300
C -3.46342 -4.16079 -6.12165
C -3.06050 -3.53857 -4.81678
O -3.95141 -3.90739 -3.74346
C -3.44198 -3.49560 -2.54409
N -4.85794 -3.81522 -6.39575
H -1.56968 -4.00069 -7.19870
H -2.78184 -2.76532 -7.71906
H -2.89036 -4.38767 -8.18106
H -3.45590 -5.24491 -6.00886
H -2.92736 -2.45679 -4.80480
H -2.05669 -3.94780 -4.70272
H -2.63059 -4.21092 -2.40978
H -4.16911 -3.44625 -1.73356
H -3.15718 -2.44800 -2.64176
H -5.18879 -3.68984 -5.44975
H -4.82971 -2.89752 -6.81661
C 7.60954 -1.34617 2.74913
C 6.45507 -1.91306 3.53167
C 5.66778 -2.93759 2.66610
O 5.06921 -2.34421 1.50449
C 3.97826 -1.40534 1.71175
N 6.92829 -2.47514 4.83265
H 8.19187 -0.72369 3.42847
H 7.31850 -0.71505 1.90943
H 8.21714 -2.16292 2.35950
H 5.69741 -1.17387 3.79173
H 5.02015 -3.57458 3.26853
H 6.35926 -3.66702 2.24434
H 4.35666 -0.49507 2.17688
H 3.13414 -1.83852 2.24834
H 3.45064 -1.10032 0.80805
H 7.41399 -3.28749 4.48014
H 6.04917 -2.76364 5.23766
C 0.01868 -1.43623 -5.62735
C 1.37129 -2.14599 -5.57660
C 1.16630 -3.61306 -5.06334
O 0.56395 -3.65395 -3.81562
C 0.45351 -4.95998 -3.26820
N 1.97796 -2.17034 -6.90022
H -0.68222 -1.94878 -6.28625
H 0.20654 -0.40843 -5.93788
H -0.50633 -1.38200 -4.67367
H 2.11877 -1.69790 -4.92195
H 2.13199 -4.11670 -5.01971
H 0.72006 -4.32623 -5.75642
H -0.04072 -4.98297 -2.29696
H 1.41809 -5.45959 -3.17835
H -0.19483 -5.59799 -3.86877
H 2.93874 -2.48127 -6.91832
H 1.61673 -2.68380 -7.69141
C -5.72269 0.13318 -2.98933
C -5.87398 0.67988 -1.57469
C -4.85795 0.22386 -0.54003
O -5.23302 -1.08808 -0.11733
C -4.31918 -1.87535 0.66906
N -5.89930 2.11839 -1.74679
H -5.46785 -0.92660 -2.98385
H -4.89817 0.65716 -3.47279
H -6.62512 0.43019 -3.52366
H -6.84360 0.39796 -1.16427
H -4.96232 0.85743 0.34075
H -3.79893 0.25478 -0.79618
H -4.64505 -2.88133 0.93345
H -4.11664 -1.30030 1.57260
H -3.39126 -2.03157 0.11891
H -6.66714 2.23003 -2.39336
H -6.19913 2.37747 -0.81777
C -0.68880 -0.77537 -1.91891
C -0.90879 -0.06800 -0.58135
C 0.21846 -0.33819 0.41017
O 0.15330 0.23364 1.68399
C -1.07625 0.01459 2.43714
N -0.89597 1.40944 -0.74943
H 0.32161 -0.51367 -2.23304
H -1.46533 -0.41537 -2.59381
H -0.65668 -1.85625 -1.78193
H -1.87261 -0.40467 -0.19953
H 1.17241 -0.06937 -0.04348
H 0.24897 -1.41923 0.54625
H -1.98964 0.33632 1.93684
H -0.84073 0.72827 3.22664
H -1.15785 -0.98266 2.86948
H -0.70527 1.90055 0.11228
H -1.79885 1.77572 -1.01543
C -4.44211 0.45995 5.68193
C -5.00687 1.72674 4.98049
C -4.02923 2.35804 4.01514
O -4.49060 3.59106 3.49850
C -4.50476 4.66800 4.38179
N -6.18114 1.25553 4.25553
H -5.10672 0.04577 6.44013
H -3.62336 0.88465 6.26276
H -4.05297 -0.33931 5.05117
H -5.22321 2.52124 5.69469
H -3.85592 1.69003 3.17144
H -3.09443 2.52746 4.54950
H -4.59551 5.59590 3.81709
H -3.55670 4.71274 4.91776
H -5.29652 4.59638 5.12751
H -6.75085 1.02599 5.05730
H -6.64170 2.08195 3.90198
C -3.37535 3.49180 0.39923
C -3.08783 4.16543 -0.95691
C -1.76727 4.95345 -1.08064
O -1.73753 5.82179 -2.24009
C -0.57586 6.67944 -2.27810
N -3.08677 3.04536 -1.86456
H -3.42332 4.21051 1.21731
H -2.69036 2.69210 0.68096
H -4.32813 2.96381 0.35983
H -3.89527 4.84566 -1.22790
H -0.93701 4.24849 -1.03814
H -1.69044 5.65430 -0.24937
H -0.57082 7.17223 -3.25034
H 0.31352 6.05000 -2.30827
H -0.45350 7.36844 -1.44239
H -4.00126 2.66205 -2.05662
H -2.92966 3.40047 -2.79693